Record 1
Entry from the OMol25 dataset: 2 unconnected molecules or ions with the total composition C2H4BrNO3 at a distorted geometry (ωB97M-V/def2-TZVPD).

Structure (XYZ):
```
11
Properties=species:S:1:pos:R:3:forces:R:3
C -0.5798 0.1426 1.3094 -0.28 0.25 0.17
C 0.3817 -0.7789 0.7152 -0.44 0.28 -1.98
N 0.3306 0.6802 -1.9136 -0.56 -0.44 -0.67
O 0.9213 1.3431 -1.0927 0.98 1.11 1.04
O 0.1488 0.9866 -3.0635 0.08 0.58 -0.88
O -0.1663 -0.4413 -1.5487 -0.01 -1.50 2.30
Br 0.1177 -2.5774 0.7499 0.02 -0.03 0.06
H -0.2169 1.1660 1.2322 -0.03 -0.10 -0.02
H -1.5532 0.0575 0.8177 0.12 -0.08 -0.06
H -0.7572 -0.1331 2.3550 0.14 -0.01 0.01
H 1.3734 -0.4453 0.4391 -0.01 -0.07 0.02
```
Positions in Å, forces in eV/Å.

The value obtained for the total energy is -2932.8793 Ha. The frontier orbital gap comes out at 7.3 eV. As for the relative energy (zero: lowest compared OMol25 entry of this formula, charge and spin): 80.02 kcal/mol. The LUMO energy comes out at -2.107 eV.

***

Record 2
Entry from the OMol25 dataset: 2 unconnected molecules or ions with the total composition C2H4BrNO3 at a distorted geometry (ωB97M-V/def2-TZVPD).

Structure (XYZ):
```
11
Properties=species:S:1:pos:R:3:forces:R:3
C 0.1888 0.3743 -1.0665 -4.77 1.14 -3.89
C -1.8472 1.3140 -0.0261 -0.98 -0.54 1.55
N 1.4005 0.6059 -0.6236 6.51 3.34 1.52
O 2.1145 1.6332 -1.3097 -3.35 -0.04 -1.82
O 2.1542 0.0089 0.1702 -0.71 -1.64 0.89
O -2.1764 2.2865 -0.5756 -0.33 0.49 -0.66
Br -3.0957 -0.2837 0.2365 0.65 0.65 -0.31
H -0.3395 1.1681 -1.6633 1.31 -0.98 0.64
H -0.3910 -0.4308 -0.8020 -0.43 -2.16 0.54
H -0.9662 1.1463 0.5862 -0.05 0.00 0.32
H 2.9498 1.6247 -0.9131 2.15 -0.26 1.22
```
Positions in Å, forces in eV/Å.

Its multiplicity is 3. The value obtained for the total energy is -2932.8269 Ha. Its expectation value of S² is 2.01. The frontier orbital gap (spin up / spin down) comes out at 7.2 / 8.4 eV. As for the relative energy (zero: lowest compared OMol25 entry of this formula, charge and spin): 46.23 kcal/mol. The LUMO energy (spin up / spin down) comes out at 0.204 / -2.526 eV.

***

Record 3
Entry from the OMol25 dataset: C2H4BrNO3S in the gas phase at a distorted geometry (ωB97M-V/def2-TZVPD).

Structure (XYZ):
```
12
Properties=species:S:1:pos:R:3:forces:R:3
C 1.8066 -0.6305 0.1925 -3.60 1.93 -2.53
C -1.6890 -0.5098 0.0804 0.29 2.84 1.02
N 0.8069 0.2377 -0.7106 1.85 -2.96 4.48
O 1.3505 -1.3996 0.9511 0.81 -0.13 0.33
O -1.0203 1.8776 -0.6991 0.52 0.19 0.89
O -0.0410 1.1157 1.5390 -0.15 0.09 -0.78
S -0.4631 0.8805 0.1865 -1.05 -0.92 -1.77
Br 3.5582 -0.2079 -0.2626 0.75 -0.15 0.08
H -2.4620 -0.1232 0.8842 1.06 -1.16 -2.07
H -1.9027 -0.4183 -1.0292 -0.39 -0.60 1.64
H -1.1399 -1.3785 0.4172 -0.29 -0.37 -0.11
H 1.1959 0.5562 -1.5494 0.22 1.23 -1.19
```
Positions in Å, forces in eV/Å.

The value obtained for the total energy is -3331.2398 Ha. The frontier orbital gap comes out at 11.3 eV. As for the relative energy (zero: lowest compared OMol25 entry of this formula, charge and spin): 0.00 kcal/mol. The LUMO energy comes out at 0.339 eV.

***

Record 4
Entry from the OMol25 dataset: a molecular structure, C2H4BrO4P at a distorted geometry (ωB97M-V/def2-TZVPD).

Structure (XYZ):
```
12
Properties=species:S:1:pos:R:3:forces:R:3
C -1.5476 0.5331 0.7798 0.38 0.32 0.63
C -1.2342 -0.7663 0.6780 -0.83 0.61 -0.40
O 0.0767 -1.2017 0.7989 -0.96 0.22 0.93
P 1.0947 -0.3867 -0.1221 0.93 -0.21 0.48
O 2.3363 -1.0969 -0.1872 1.44 -1.30 -0.26
O 1.3660 1.0510 0.4977 -0.96 0.46 -0.56
O 0.3591 -0.2169 -1.5536 -0.17 0.29 0.28
Br 1.5290 -0.3020 -2.9591 -0.17 0.05 -0.10
H -1.1456 1.0654 1.6325 1.23 0.65 -0.80
H -2.1136 1.0841 0.0446 -1.47 -0.42 0.67
H -2.0298 -1.4927 0.5844 0.60 -0.71 -1.24
H 1.3089 1.7294 -0.1939 -0.01 0.04 0.36
```
Positions in Å, forces in eV/Å.

The value obtained for the total energy is -3294.9062 Ha. The frontier orbital gap comes out at 8.1 eV. The LUMO energy comes out at -1.130 eV.

***

Record 5
Entry from the OMol25 dataset: C2H4BrOP in the gas phase at a distorted geometry (ωB97M-V/def2-TZVPD).

Structure (XYZ):
```
9
Properties=species:S:1:pos:R:3:forces:R:3
C 0.2330 -0.7223 0.2196 -1.73 1.77 0.10
C -0.8639 0.6884 0.0471 2.89 -2.54 0.37
O 2.4715 0.1819 -0.9033 0.24 0.14 -0.37
P 2.0508 -0.1774 0.4598 -1.40 -0.25 0.35
Br -2.6838 0.2188 -0.3433 0.11 -0.18 0.27
H -0.2996 -1.1715 1.1061 1.08 -0.37 -1.06
H 0.3291 -1.3183 -0.7504 -0.81 0.62 1.37
H -0.4636 1.0910 -0.8800 -0.15 0.95 0.58
H -0.7735 1.2092 1.0445 -0.23 -0.15 -1.62
```
Positions in Å, forces in eV/Å.

The value obtained for the total energy is -3069.1631 Ha. The frontier orbital gap comes out at 8.4 eV. As for the relative energy (zero: lowest compared OMol25 entry of this formula, charge and spin): 31.70 kcal/mol. The LUMO energy comes out at -1.068 eV.

***

Record 6
Entry from the OMol25 dataset: 2 unconnected molecules or ions with the total composition C2H4BrP at a distorted geometry (ωB97M-V/def2-TZVPD).

Structure (XYZ):
```
8
Properties=species:S:1:pos:R:3:forces:R:3
C 1.4473 -0.6009 -0.5889 1.89 -0.24 -0.77
C 0.6968 -0.0108 0.2945 -2.73 1.65 -0.28
P -0.6958 1.0720 -0.2898 0.25 -0.33 1.84
Br -4.6972 -0.1852 0.0940 0.19 0.04 -0.02
H 1.3959 -0.2434 -1.5907 -0.09 -0.36 -0.96
H 2.2876 -1.2304 -0.3054 -0.22 -0.09 -0.13
H 0.8181 -0.2005 1.3095 0.06 -0.32 1.72
H -1.2526 1.3992 1.0767 0.65 -0.35 -1.40
```
Positions in Å, forces in eV/Å.

The value obtained for the total energy is -2993.8401 Ha. The frontier orbital gap (spin up / spin down) comes out at 8.9 / 4.8 eV. As for the relative energy (zero: lowest compared OMol25 entry of this formula, charge and spin): 71.80 kcal/mol. The LUMO energy (spin up / spin down) comes out at -1.381 / -3.523 eV.

***

Record 7
Entry from the OMol25 dataset: a molecular structure, C2H4CaLiO at a distorted geometry (ωB97M-V/def2-TZVPD).

Structure (XYZ):
```
9
Properties=species:S:1:pos:R:3:forces:R:3
O 0.1175 -0.6988 0.4781 -0.31 -0.91 -0.47
Li 0.6051 -2.4152 -0.1172 -0.06 0.43 0.14
C -1.1101 -0.2267 0.6960 -0.67 1.06 -0.10
C -1.5970 0.9318 0.1709 0.59 -0.03 1.06
H -1.7315 -0.8115 1.3903 0.16 0.18 -0.22
H -0.9448 1.5807 -0.4227 -0.28 -0.34 0.07
H -3.2312 1.1609 -1.2722 0.00 -0.10 -0.12
Ca 2.1223 0.0210 0.7032 0.50 0.12 0.04
H -2.4391 1.4163 0.6716 0.08 -0.41 -0.41
```
Positions in Å, forces in eV/Å.

Its multiplicity is 2. The value obtained for the total energy is -838.8182 Ha. Its expectation value of S² is 0.76. The frontier orbital gap (spin up / spin down) comes out at 4.4 / 4.4 eV. As for the relative energy (zero: lowest compared OMol25 entry of this formula, charge and spin): 53.48 kcal/mol. The LUMO energy (spin up / spin down) comes out at -0.708 / -0.706 eV.

***

Record 8
Entry from the OMol25 dataset: a molecular structure, C2H4CaNaO at a distorted geometry (ωB97M-V/def2-TZVPD).

Structure (XYZ):
```
9
Properties=species:S:1:pos:R:3:forces:R:3
C 0.2701 -0.1423 0.3308 -0.27 -0.40 0.05
H 0.9552 -1.0006 0.2927 -0.16 0.31 -0.19
C 0.5276 0.9019 1.1624 -0.17 -0.02 0.32
H 1.4240 0.9031 1.7811 -0.25 0.08 -0.24
H -0.0182 1.8516 1.0727 0.16 -0.18 -0.09
O -0.8927 -0.2747 -0.3099 -0.44 0.23 0.69
Na -1.1267 -1.0882 -2.6340 0.78 -0.04 -0.19
Ca -2.0134 0.1351 1.4706 0.96 -0.05 -0.63
H 0.8742 -1.2860 -3.1665 -0.61 0.06 0.28
```
Positions in Å, forces in eV/Å.

As for the charge: +1. The value obtained for the total energy is -993.4351 Ha. The frontier orbital gap comes out at 2.9 eV. The LUMO energy comes out at -6.117 eV.

***

Record 9
Entry from the OMol25 dataset: C2H4Cl2 in the gas phase at a distorted geometry (ωB97M-V/def2-TZVPD).

Structure (XYZ):
```
8
Properties=species:S:1:pos:R:3:forces:R:3
Cl -1.9415 -0.6921 0.7455 0.66 -0.05 -0.37
C -0.2146 -0.7523 0.1271 -0.79 0.73 -0.05
C 0.2245 0.6816 -0.1929 0.18 0.58 0.43
Cl 2.0166 0.7747 -0.3045 -0.13 -0.18 -0.15
H -0.2205 -1.3665 -0.7734 0.05 0.00 0.22
H 0.3590 -1.2186 0.9281 0.07 0.24 -0.24
H -0.0416 1.4238 0.5597 -0.02 -0.55 0.45
H -0.1819 1.1494 -1.0896 -0.01 -0.77 -0.30
```
Positions in Å, forces in eV/Å.

The value obtained for the total energy is -998.9864 Ha. The frontier orbital gap comes out at 12.0 eV. As for the relative energy (zero: lowest compared OMol25 entry of this formula, charge and spin): 3.58 kcal/mol. The LUMO energy comes out at 0.995 eV.

***

Record 10
Entry from the OMol25 dataset: C2H4Cl2 in the gas phase (ωB97M-V/def2-TZVPD).

Structure (XYZ):
```
8
Properties=species:S:1:pos:R:3:forces:R:3
Cl -1.6862 1.2481 -0.4920 -0.07 0.09 -0.06
C -0.7132 -0.1972 -0.1445 0.04 -0.39 0.11
C 0.7111 0.2006 0.1363 0.06 0.39 -0.06
Cl 1.6605 -1.2489 0.5369 0.08 -0.08 0.03
H -0.7574 -0.8693 -0.9979 -0.10 0.07 -0.04
H -1.1385 -0.6994 0.7208 -0.09 0.05 -0.02
H 0.7643 0.8919 0.9738 0.03 -0.08 0.04
H 1.1594 0.6742 -0.7335 0.05 -0.05 0.00
```
Positions in Å, forces in eV/Å.

The value obtained for the total energy is -998.9919 Ha. The frontier orbital gap comes out at 12.0 eV. As for the relative energy (zero: lowest compared OMol25 entry of this formula, charge and spin): 0.10 kcal/mol. The LUMO energy comes out at 1.030 eV.

***

Record 11
Entry from the OMol25 dataset: C2H4Cl2FN in the gas phase at a distorted geometry (ωB97M-V/def2-TZVPD).

Structure (XYZ):
```
10
Properties=species:S:1:pos:R:3:forces:R:3
C 1.1293 0.4904 -0.6936 2.25 -0.67 -1.06
C 0.0316 -0.0895 0.1835 -0.32 -0.33 -1.51
H 0.6535 -0.5320 -2.5341 -0.08 0.87 0.45
H 1.9686 -0.9918 -1.9050 1.53 -1.66 0.82
H 2.1241 0.5317 -0.1172 -1.65 -0.02 -0.70
H 0.8265 1.4790 -0.9680 -0.04 0.76 0.24
N 1.4578 -0.1740 -2.0032 -2.02 1.28 0.35
F 0.0670 -1.4198 0.1773 0.56 -1.50 0.13
Cl 0.1971 0.4130 1.8158 -0.27 0.72 0.92
Cl -1.5703 0.2402 -0.5798 0.04 0.54 0.36
```
Positions in Å, forces in eV/Å.

The value obtained for the total energy is -1153.5989 Ha. The frontier orbital gap comes out at 10.9 eV. As for the relative energy (zero: lowest compared OMol25 entry of this formula, charge and spin): 1.52 kcal/mol. The LUMO energy comes out at 0.772 eV.

***

Record 12
Entry from the OMol25 dataset: C2H4Cl2N2O in the gas phase at a distorted geometry (ωB97M-V/def2-TZVPD).

Structure (XYZ):
```
11
Properties=species:S:1:pos:R:3:forces:R:3
C 0.2576 -0.3083 -0.4767 -0.02 -1.09 0.06
C -0.1344 1.1405 -0.2399 0.48 0.49 -1.01
H -0.9492 -0.8269 1.7450 0.56 0.10 0.35
H 0.6359 -2.0651 0.5390 0.02 0.18 -0.36
H 0.1566 -0.2402 -2.3819 0.02 0.21 -0.12
H -0.1682 1.6874 -1.1983 0.13 -0.57 0.42
N 0.5721 -1.0611 0.6599 0.56 -0.02 -1.59
N 0.3237 -0.8814 -1.6191 -0.01 0.36 0.88
O 0.0221 -0.7324 1.8571 -1.28 0.40 0.91
Cl 1.0606 2.0120 0.7319 -0.07 -0.03 0.15
Cl -1.7768 1.2756 0.3829 -0.39 -0.04 0.32
```
Positions in Å, forces in eV/Å.

The value obtained for the total energy is -1183.6760 Ha. The frontier orbital gap comes out at 10.2 eV. As for the relative energy (zero: lowest compared OMol25 entry of this formula, charge and spin): 41.90 kcal/mol. The LUMO energy comes out at 0.592 eV.

***

Record 13
Entry from the OMol25 dataset: 2 unconnected molecules or ions with the total composition C2H4Cl2O at a distorted geometry (ωB97M-V/def2-TZVPD).

Structure (XYZ):
```
9
Properties=species:S:1:pos:R:3:forces:R:3
C 0.0969 1.3469 -0.7526 -2.05 -2.96 -1.02
C -0.1079 -0.7755 1.0820 1.79 0.87 -0.44
O 0.2174 -1.6449 0.1319 0.91 0.30 -1.14
Cl 0.3900 0.2191 -2.0512 -0.79 0.54 0.05
Cl -1.7498 -0.7745 1.4685 -0.99 0.21 0.57
H -0.8706 1.6622 -0.4512 -0.50 0.10 -0.22
H 0.9949 1.6952 -0.5324 3.32 2.15 1.51
H 0.6211 -0.5014 1.9244 -1.17 -0.55 -1.44
H 0.4080 -1.2270 -0.8194 -0.52 -0.65 2.14
```
Positions in Å, forces in eV/Å.

The value obtained for the total energy is -1074.0778 Ha. The frontier orbital gap (spin up / spin down) comes out at 9.3 / 7.6 eV. As for the relative energy (zero: lowest compared OMol25 entry of this formula, charge and spin): 91.02 kcal/mol. The LUMO energy (spin up / spin down) comes out at 0.443 / -0.275 eV.

***

Record 14
Entry from the OMol25 dataset: a molecular structure, C2H4Cl2O2Si at a distorted geometry (ωB97M-V/def2-TZVPD).

Structure (XYZ):
```
11
Properties=species:S:1:pos:R:3:forces:R:3
C -0.5313 -0.4264 -0.5387 2.29 -0.11 1.10
C -0.2723 0.3669 0.6623 1.28 0.38 3.47
O 0.3544 -0.2760 -1.5157 -0.68 -0.09 0.15
O -1.4074 -1.2306 -0.6929 -1.54 -0.54 -0.23
Si -0.3103 -1.2857 -2.7264 1.31 1.44 -0.79
Cl -1.9405 -0.3909 -3.5473 -0.28 -0.24 -0.07
Cl -0.3129 -3.2516 -2.3647 0.06 -0.68 -0.24
H -0.7233 -0.0824 1.6487 0.18 1.09 -2.28
H -0.6377 1.3437 0.3511 -0.41 0.34 0.72
H 0.8271 0.5800 1.0061 -1.76 -0.75 -1.44
H 0.8178 -0.8682 -3.6050 -0.44 -0.83 -0.39
```
Positions in Å, forces in eV/Å.

The value obtained for the total energy is -1439.1007 Ha. The frontier orbital gap comes out at 11.6 eV. As for the relative energy (zero: lowest compared OMol25 entry of this formula, charge and spin): 17.65 kcal/mol. The LUMO energy comes out at 0.648 eV.

***

Record 15
Entry from the OMol25 dataset: 2 unconnected molecules or ions with the total composition C2H4Cl2S2 at a distorted geometry (ωB97M-V/def2-TZVPD).

Structure (XYZ):
```
10
Properties=species:S:1:pos:R:3:forces:R:3
C 1.6579 0.6238 0.4155 0.73 -0.15 -0.32
C -2.5018 -0.3053 -0.1867 -0.32 -1.46 -1.66
S 1.1309 -1.1435 0.2983 1.06 0.58 0.12
S 1.4650 -1.7568 -1.5134 0.02 0.12 -0.07
Cl -2.5942 1.3246 -0.5459 -0.10 0.72 -0.30
Cl -1.7389 -0.7411 1.2300 -0.26 -0.29 0.70
H 1.3330 1.1452 -0.4711 0.07 -0.03 -0.49
H 2.7401 0.8482 0.6095 -0.91 -0.76 -0.28
H 1.0882 1.0548 1.2060 -0.45 0.15 0.89
H -2.5800 -1.0498 -1.0422 0.16 1.12 1.42
```
Positions in Å, forces in eV/Å.

The value obtained for the total energy is -1795.2675 Ha. The frontier orbital gap (spin up / spin down) comes out at 8.1 / 6.8 eV. As for the relative energy (zero: lowest compared OMol25 entry of this formula, charge and spin): 21.33 kcal/mol. The LUMO energy (spin up / spin down) comes out at -0.303 / -1.453 eV.

***

Record 16
Entry from the OMol25 dataset: 2 unconnected molecules or ions with the total composition C2H4Cl2Si at a distorted geometry (ωB97M-V/def2-TZVPD).

Structure (XYZ):
```
9
Properties=species:S:1:pos:R:3:forces:R:3
C -1.2015 -1.1979 -0.0111 0.45 -0.15 1.69
C -0.3585 -0.2037 0.1030 -1.27 0.64 -0.72
Si 1.3789 0.4801 -0.0518 -0.21 2.08 0.70
Cl -2.9082 -1.3404 -0.0217 0.61 0.24 -0.31
Cl -1.5755 2.3731 -0.2052 1.04 -2.16 0.21
H -0.6527 -2.1164 0.3580 -0.53 0.58 -0.79
H 1.2569 1.0531 -1.4459 0.37 -0.03 0.84
H 1.5240 1.3741 1.2319 -0.16 -0.60 -1.52
H 2.5366 -0.4221 0.0429 -0.30 -0.60 -0.11
```
Positions in Å, forces in eV/Å.

The value obtained for the total energy is -1288.3148 Ha. The frontier orbital gap (spin up / spin down) comes out at 7.1 / 7.1 eV. As for the relative energy (zero: lowest compared OMol25 entry of this formula, charge and spin): 132.33 kcal/mol. The LUMO energy (spin up / spin down) comes out at -2.646 / -2.648 eV.